1.
Computed, not measured: the molecule C4H6N2 at a distorted geometry, with ωB97M-V/def2-TZVPD.

## Properties
M = 82.1 Da
highest occupied orbital energy = -8.14 eV
E_LUMO = 0.76 eV
orbital gap = 0.32698 Eh

Geometry as ORCA input:
```
! RIJCOSX wB97M-V def2-TZVPD def2/J DEFGRID3
* xyz 0 1
C -1.695 -0.173 0.018
C -0.199 -0.088 0.012
C 0.742 -1.096 0.098
C 2.033 -0.578 -0.137
N 1.837 0.785 -0.322
N 0.463 1.080 -0.125
H -2.135 0.491 0.768
H -2.114 0.098 -0.959
H -2.009 -1.196 0.242
H 0.538 -2.133 0.313
H 2.508 0.893 0.462
H 0.063 1.982 -0.350
*
```


2.
Computed, not measured: the molecule C3H6N4O at a distorted geometry, with ωB97M-V/def2-TZVPD.

## Properties
M = 114.1 Da
highest occupied orbital energy = -9.69 eV
E_LUMO = 0.45 eV
orbital gap = 0.37265 Eh

Geometry as ORCA input:
```
! RIJCOSX wB97M-V def2-TZVPD def2/J DEFGRID3
* xyz 0 1
C -1.009 -0.480 -0.581
C 1.513 -0.121 0.966
C 0.894 1.330 0.916
H -2.840 -0.349 -0.882
H 0.337 -1.940 -1.280
H 1.625 0.021 -0.929
H 0.732 -0.752 1.488
H 2.580 0.106 1.470
H 1.573 2.249 1.172
N -2.016 -0.899 -1.285
N 0.249 -1.204 -0.511
N 1.551 -0.800 -0.353
N -0.332 1.668 0.527
O -1.069 0.617 0.313
*
```


3.
Computed, not measured: the molecule C4H5ClO at a distorted geometry, with ωB97M-V/def2-TZVPD.

## Properties
M = 104.5 Da
highest occupied orbital energy = -9.18 eV
E_LUMO = 0.93 eV
orbital gap = 0.37150 Eh

Geometry as ORCA input:
```
! RIJCOSX wB97M-V def2-TZVPD def2/J DEFGRID3
* xyz 0 1
C 0.827 -0.061 0.493
C -0.143 -1.176 0.059
C -1.054 0.776 -0.540
C -0.008 1.167 0.124
H 1.112 -0.100 1.478
H -0.566 -1.611 1.001
H 0.268 -1.895 -0.624
H -1.881 1.276 -1.020
H 0.366 2.210 0.349
O -1.231 -0.575 -0.740
Cl 2.312 -0.011 -0.580
*
```


4.
Computed, not measured: the molecule C19H23FN4O3S, with ωB97M-V/def2-TZVPD.

## Properties
M = 406.5 Da
highest occupied orbital energy = -8.42 eV
E_LUMO = 0.54 eV
orbital gap = 0.32934 Eh

Geometry as ORCA input:
```
! RIJCOSX wB97M-V def2-TZVPD def2/J DEFGRID3
* xyz 0 1
C -5.344 -1.936 1.056
H -6.179 -1.852 1.749
O -4.232 -1.398 1.730
C -3.041 -1.354 1.082
C -2.822 -1.834 -0.204
C -1.558 -1.712 -0.750
C -0.489 -1.133 -0.087
C -0.731 -0.662 1.200
C -1.978 -0.773 1.776
H -2.158 -0.406 2.773
H 0.076 -0.199 1.744
C 0.851 -0.988 -0.765
N 1.895 -0.740 0.201
C 2.315 -1.896 0.957
C 3.261 -2.795 0.153
N 4.330 -1.991 -0.394
C 4.266 -0.676 -0.682
O 5.184 -0.097 -1.231
C 3.010 0.074 -0.233
C 3.423 1.035 0.906
C 2.175 1.663 1.510
O 1.791 1.420 2.634
N 1.546 2.528 0.686
H 1.833 2.597 -0.278
C 0.241 3.066 0.981
C -0.806 2.474 0.083
C -2.108 2.252 0.403
S -2.957 1.583 -0.934
C -1.462 1.643 -1.850
N -0.471 2.124 -1.190
C -1.396 1.159 -3.247
H -0.461 1.478 -3.700
H -1.447 0.071 -3.272
H -2.232 1.547 -3.825
H -2.610 2.436 1.330
H 0.017 2.838 2.025
H 0.260 4.156 0.850
H 3.941 0.489 1.695
H 4.095 1.796 0.510
H 2.690 0.678 -1.089
H 5.162 -2.467 -0.718
H 2.711 -3.292 -0.659
H 3.688 -3.569 0.795
H 2.825 -1.542 1.857
H 1.432 -2.459 1.263
H 0.791 -0.125 -1.436
H 1.037 -1.875 -1.393
F -1.374 -2.177 -2.014
H -3.598 -2.290 -0.798
H -5.571 -1.372 0.145
H -5.189 -2.990 0.804
*
```


5.
Computed, not measured: a structure of composition C24H29ClLuN4O6P3S, with ωB97M-V/def2-TZVPD.

## Properties
M = 804.9 Da
highest occupied orbital energy = -13.63 eV
E_LUMO = -4.77 eV
orbital gap = 0.32557 Eh

Geometry as ORCA input:
```
! RIJCOSX wB97M-V def2-TZVPD def2/J DEFGRID3
* xyz 2 1
Lu 1.099 -0.501 0.542
N 4.504 -2.126 2.690
C 3.974 -2.374 1.280
C 4.861 -3.375 0.559
P 3.874 -0.690 0.508
O 5.373 -0.319 0.240
O 3.173 0.115 1.571
O 2.975 -0.740 -0.707
P 2.206 -2.932 1.502
O 2.346 -4.336 2.207
O 1.592 -1.887 2.401
O 1.568 -2.896 0.152
H 3.921 -1.401 3.132
H 5.478 -1.812 2.681
H 4.460 -2.982 3.250
H 5.877 -2.995 0.445
H 4.453 -3.553 -0.437
H 4.897 -4.330 1.086
H 5.599 0.128 -0.586
H 2.071 -5.107 1.695
Cl 2.224 2.302 -0.356
C 1.061 3.554 0.079
C 1.536 4.826 0.321
C 0.616 5.815 0.647
C -0.737 5.520 0.722
C -1.188 4.233 0.468
C -0.287 3.221 0.138
P -0.763 1.523 -0.247
C -0.604 1.421 -2.041
C 0.021 0.302 -2.574
C 0.250 0.183 -3.937
C -0.161 1.206 -4.779
C -0.788 2.333 -4.260
C -1.004 2.447 -2.897
C -2.505 1.334 0.177
C -3.425 0.858 -0.751
C -4.741 0.623 -0.369
C -5.143 0.874 0.933
C -4.230 1.362 1.862
C -2.915 1.583 1.488
H 2.593 5.038 0.255
H 0.964 6.820 0.843
H -1.446 6.296 0.975
H -2.245 4.009 0.523
H 0.307 -0.540 -1.940
H 0.742 -0.693 -4.337
H 0.011 1.130 -5.844
H -1.101 3.127 -4.925
H -1.474 3.337 -2.498
H -3.127 0.673 -1.776
H -5.453 0.259 -1.099
H -6.171 0.704 1.226
H -4.548 1.575 2.874
H -2.212 1.965 2.221
C -1.912 -2.657 -2.349
C -2.036 -3.434 -1.047
C -1.859 -2.591 0.177
N -1.030 -1.609 0.307
N -1.020 -1.049 1.570
C -1.846 -1.639 2.390
N -1.995 -1.286 3.673
S -2.757 -2.888 1.623
H -2.130 -3.311 -3.193
H -0.905 -2.271 -2.486
H -2.607 -1.817 -2.378
H -1.291 -4.233 -1.001
H -3.010 -3.924 -0.988
H -1.371 -0.601 4.063
H -2.585 -1.797 4.304
*
```


6.
Computed, not measured: a structure of composition C64H46GeN7O7PS2W at a distorted geometry, with ωB97M-V/def2-TZVPD.

## Properties
M = 1376.7 Da
highest occupied orbital energy = -1.03 eV
E_LUMO = 3.85 eV
orbital gap = 0.17957 Eh

Geometry as ORCA input:
```
! RIJCOSX wB97M-V def2-TZVPD def2/J DEFGRID3
* xyz -2 1
W -0.530 0.221 -0.081
O -1.714 0.758 3.214
S -1.611 -0.799 2.217
O -0.810 -1.602 1.013
O -3.365 1.014 1.050
C -0.295 -1.227 3.400
C -0.798 -1.742 4.581
C 0.058 -2.293 5.514
C 1.416 -2.360 5.230
C 1.909 -1.844 4.046
C 1.065 -1.230 3.120
P 1.587 -0.358 1.553
C 2.700 -1.739 1.083
C 2.090 -2.979 0.913
C 2.840 -4.103 0.631
C 4.221 -4.012 0.541
C 4.834 -2.782 0.698
C 4.081 -1.651 0.963
C 2.718 0.895 2.326
C 3.794 0.629 3.166
C 4.583 1.657 3.657
C 4.307 2.972 3.330
C 3.232 3.253 2.498
C 2.452 2.227 2.006
H -1.865 -1.692 4.745
H -0.334 -2.692 6.441
H 2.092 -2.811 5.946
H 2.966 -1.928 3.838
H 1.012 -3.044 0.999
H 2.347 -5.056 0.499
H 4.821 -4.891 0.342
H 5.911 -2.696 0.628
H 4.569 -0.693 1.059
H 4.043 -0.385 3.431
H 5.424 1.425 4.297
H 4.927 3.768 3.717
H 2.998 4.275 2.234
H 1.626 2.451 1.337
S -3.400 7.268 0.999
N -2.540 6.272 1.995
C -2.286 5.147 1.321
C -1.591 4.024 1.815
C -1.136 3.970 3.168
C -0.668 2.819 3.658
C -0.656 1.579 2.816
N -0.651 1.796 1.362
C -1.372 2.915 0.968
C -1.908 2.918 -0.343
N -1.711 1.794 -1.102
C -2.284 1.742 -2.300
C -3.065 2.756 -2.834
C -3.248 3.917 -2.102
C -2.676 4.018 -0.844
C -2.832 5.154 -0.004
N -3.475 6.274 -0.313
H -1.206 4.870 3.763
H -0.339 2.691 4.679
H 0.298 1.043 3.066
H -2.115 0.833 -2.865
H -3.515 2.629 -3.806
H -3.832 4.745 -2.479
O 0.015 3.432 -2.417
C 0.921 2.673 -2.160
N 2.055 2.592 -2.920
C 3.038 1.712 -2.356
C 2.263 1.294 -1.093
O 2.764 0.583 -0.216
N 1.037 1.814 -1.068
C 4.376 2.381 -2.095
C 4.855 3.356 -2.973
C 6.100 3.925 -2.789
C 6.907 3.527 -1.734
C 6.438 2.560 -0.852
C 5.190 1.996 -1.032
C 3.295 0.478 -3.212
C 3.683 -0.720 -2.624
C 3.888 -1.843 -3.400
C 3.729 -1.783 -4.776
C 3.376 -0.583 -5.369
C 3.154 0.539 -4.594
H 2.196 3.209 -3.698
H 4.258 3.677 -3.813
H 6.442 4.687 -3.477
H 7.890 3.959 -1.606
H 7.054 2.250 -0.019
H 4.826 1.260 -0.336
H 3.792 -0.786 -1.554
H 4.156 -2.773 -2.921
H 3.871 -2.666 -5.384
H 3.258 -0.526 -6.443
H 2.860 1.462 -5.073
O 0.711 -0.913 -1.045
N -0.180 -0.310 -1.908
O -1.432 -0.748 -1.479
C -2.544 0.160 0.734
Ge -3.249 -1.660 -0.007
C -2.664 -3.229 -1.141
C -1.355 -3.584 -1.416
C -1.084 -4.612 -2.303
C -2.118 -5.292 -2.925
C -3.432 -4.950 -2.646
C -3.696 -3.927 -1.757
C -4.348 -2.722 1.366
C -4.264 -4.109 1.448
C -4.951 -4.824 2.413
C -5.744 -4.162 3.334
C -5.807 -2.779 3.298
C -5.107 -2.073 2.335
C -4.634 -0.878 -1.256
C -4.444 -0.917 -2.634
C -5.274 -0.227 -3.496
C -6.316 0.535 -2.995
C -6.503 0.609 -1.625
C -5.670 -0.088 -0.770
H -0.548 -3.024 -0.955
H -0.059 -4.881 -2.518
H -1.908 -6.083 -3.633
H -4.251 -5.475 -3.122
H -4.714 -3.635 -1.532
H -3.654 -4.639 0.732
H -4.875 -5.905 2.448
H -6.302 -4.719 4.077
H -6.407 -2.250 4.028
H -5.138 -0.993 2.337
H -3.620 -1.496 -3.027
H -5.108 -0.274 -4.565
H -6.971 1.072 -3.669
H -7.299 1.223 -1.224
H -5.813 -0.015 0.298
*
```